# C34H49F4N4O3PSn

A molecular structure, C34H49F4N4O3PSn (ωB97M-V/def2-TZVPD, the Open Molecules 2025 dataset).

Geometry as ORCA input:
```
! wB97M-V def2-TZVPD RIJCOSX def2/J DEFGRID3
* xyz 2 1
Sn 1.445 -2.252 -1.163
C 5.538 -2.270 0.380
N 5.098 -1.593 -0.813
C 5.294 -2.323 -2.051
C 5.358 -0.189 -0.877
C 4.643 0.636 0.213
N 3.665 -0.113 0.929
C 3.008 0.347 1.956
C 2.118 -0.595 2.600
F 2.063 -1.820 2.139
C 1.340 -0.223 3.668
F 0.532 -1.103 4.238
C 1.394 1.081 4.142
C 2.227 2.030 3.549
F 2.236 3.270 4.008
C 3.031 1.686 2.496
F 3.814 2.586 1.943
H 6.635 -2.301 0.450
H 5.159 -3.290 0.390
H 5.171 -1.753 1.270
H 6.354 -2.379 -2.327
H 4.751 -1.837 -2.860
H 4.921 -3.340 -1.935
H 5.050 0.168 -1.860
H 6.434 0.035 -0.790
H 4.157 1.489 -0.282
H 5.343 1.101 0.917
H 0.779 1.371 4.987
O -0.327 -2.971 -2.104
N -1.133 -3.706 -1.410
N -0.761 -3.909 -0.223
O 0.396 -3.446 0.238
C -1.612 -4.631 0.696
C -1.050 -5.105 1.868
C -1.862 -5.797 2.754
C -3.201 -6.004 2.461
C -3.741 -5.516 1.277
C -2.950 -4.819 0.380
H -0.003 -4.942 2.076
H -1.441 -6.182 3.673
H -3.828 -6.549 3.153
H -4.785 -5.679 1.047
H -3.359 -4.437 -0.544
O 0.523 -0.336 -1.173
P -0.651 0.632 -0.847
C -0.872 0.525 0.968
C -1.498 -0.806 1.417
C -3.021 -0.765 1.524
C -3.484 0.387 2.410
C -2.960 1.726 1.899
C -1.441 1.708 1.772
C -2.049 0.021 -1.842
C -3.448 0.672 -1.777
C -3.719 1.787 -2.785
C -3.294 1.413 -4.198
C -1.834 0.979 -4.217
C -1.617 -0.224 -3.306
C -0.037 2.282 -1.257
C 1.240 2.592 -0.459
C 1.894 3.886 -0.957
C 0.858 4.997 -1.227
C -0.470 4.696 -0.541
C -1.081 3.426 -1.134
H 0.201 0.482 1.209
H -1.088 -1.055 2.402
H -1.185 -1.612 0.755
H -3.371 -1.719 1.921
H -3.466 -0.665 0.531
H -3.114 0.225 3.428
H -4.572 0.404 2.476
H -3.249 2.530 2.577
H -3.418 1.969 0.937
H -1.030 1.604 2.785
H -1.068 2.660 1.394
H -2.137 -0.969 -1.373
H -3.676 1.019 -0.771
H -4.154 -0.141 -1.974
H -3.208 2.703 -2.486
H -4.786 2.017 -2.757
H -3.456 2.254 -4.873
H -3.914 0.590 -4.568
H -1.197 1.819 -3.912
H -1.525 0.715 -5.229
H -0.587 -0.576 -3.350
H -2.231 -1.052 -3.674
H 0.260 2.178 -2.307
H 1.933 1.751 -0.548
H 0.985 2.690 0.601
H 2.460 3.675 -1.867
H 2.619 4.224 -0.214
H 0.677 5.086 -2.301
H 1.250 5.961 -0.906
H -1.168 5.522 -0.679
H -0.326 4.601 0.540
H -1.440 3.665 -2.135
H -1.960 3.117 -0.563
*
```

Its relative energy (zero: lowest compared OMol25 entry of this formula, charge and spin) is 64.7 kcal per mole. The value obtained for the maximum force is 0.55 eV Å⁻¹. The value obtained for the total energy is -74129.084 eV. Its HOMO-LUMO gap (alpha / beta) is 4.30 / 4.30 eV.

# C34H50BBrF3NO15P

3 unconnected molecules or ions with the total composition C34H50BBrF3NO15P (ωB97M-V/def2-TZVPD, the Open Molecules 2025 dataset).

Geometry as ORCA input:
```
! wB97M-V def2-TZVPD RIJCOSX def2/J DEFGRID3
* xyz 1 1
C 7.372 -0.878 4.369
C 6.270 -0.089 3.666
C 4.965 -0.861 3.677
O 3.849 0.075 3.730
N 2.697 -0.529 3.337
C 2.036 -0.134 2.311
B 2.684 1.115 1.517
O 2.090 2.329 1.692
C 3.983 1.027 0.646
C 3.839 0.457 -0.777
C 0.806 -0.992 2.135
C -0.434 -0.181 2.619
C -0.782 1.089 1.838
O -0.847 2.134 2.801
C -2.144 1.037 1.091
F -3.012 0.145 1.622
F -1.958 0.737 -0.232
F -2.741 2.265 1.139
P 0.620 -1.551 0.323
C -1.146 -1.988 0.149
O 0.732 -0.112 -0.463
C 1.212 -2.227 3.056
C 2.252 -3.050 2.228
O 3.155 -3.730 3.090
C 3.528 -4.983 2.645
O 4.455 -4.821 1.595
C 4.843 -6.067 1.013
C 4.697 -5.947 -0.486
O 3.328 -5.916 -0.859
C -0.001 -3.135 3.408
C 0.368 -4.604 3.673
C -0.919 -2.687 4.557
C -2.332 -3.307 4.461
C -3.334 -2.356 3.801
C 2.081 -1.606 4.127
Br 1.283 -0.592 5.646
H 7.077 -1.180 5.370
H 8.274 -0.279 4.426
H 7.616 -1.760 3.782
H 6.585 0.041 2.633
H 6.166 0.909 4.083
H 4.945 -1.545 4.521
H 4.873 -1.441 2.760
H 1.594 2.339 2.520
H 4.362 2.042 0.553
H 4.746 0.453 1.169
H 3.047 0.941 -1.337
H 3.736 -0.627 -0.778
H 4.760 0.660 -1.318
H -1.279 -0.849 2.730
H -0.217 0.159 3.627
H -0.046 1.379 1.096
H -0.550 2.949 2.392
H -1.759 -1.912 1.041
H -1.156 -3.031 -0.160
H -1.612 -1.421 -0.650
H 1.348 -0.240 -1.185
H 2.848 -2.392 1.598
H 1.775 -3.748 1.548
H 3.977 -5.525 3.479
H 2.680 -5.569 2.277
H 5.874 -6.283 1.290
H 4.219 -6.881 1.382
H 5.163 -5.006 -0.780
H 5.168 -6.786 -0.982
H 2.946 -5.123 -0.486
H -0.624 -3.144 2.511
H 1.273 -4.709 4.261
H -0.434 -5.110 4.194
H 0.483 -5.133 2.730
H -1.053 -1.617 4.635
H -0.476 -3.000 5.502
H -2.664 -3.457 5.485
H -2.306 -4.255 3.935
H -3.154 -1.324 4.086
H -3.253 -2.420 2.714
H -4.358 -2.629 4.033
H 2.776 -2.231 4.658
C -2.890 3.143 -2.307
C -1.917 3.887 -2.844
C -2.122 4.687 -4.100
O -1.183 5.346 -4.504
C -3.418 4.622 -4.752
C -4.392 3.875 -4.217
C -4.195 3.093 -2.949
O -5.135 2.452 -2.522
O -5.599 3.772 -4.764
O -0.698 3.984 -2.318
H -2.751 2.573 -1.407
H -3.560 5.189 -5.663
H -6.118 3.182 -4.185
H -0.206 4.590 -2.905
C -6.359 5.277 -7.714
C -5.384 6.017 -8.251
C -5.584 6.822 -9.504
O -4.643 7.477 -9.907
C -6.881 6.766 -10.156
C -7.860 6.022 -9.622
C -7.663 5.235 -8.354
O -8.608 4.600 -7.929
O -9.068 5.920 -10.158
O -4.167 6.099 -7.717
H -6.214 4.697 -6.813
H -7.014 7.336 -11.064
H -9.578 5.329 -9.573
H -3.654 6.697 -8.293
*
```

The value obtained for the maximum force is 1.77 eV Å⁻¹. The value obtained for the total energy is -156423.844 eV. Its HOMO-LUMO gap is 6.73 eV.

# C34H50BFN11S3Ti

A molecular structure, C34H50BFN11S3Ti (ωB97M-V/def2-TZVPD, the Open Molecules 2025 dataset).

Geometry as ORCA input:
```
! wB97M-V def2-TZVPD RIJCOSX def2/J DEFGRID3
* xyz -1 1
Ti -0.967 0.678 -0.844
C 3.892 -0.350 3.064
C 2.773 -1.354 3.350
C 3.301 -2.405 4.322
C 1.564 -0.666 3.994
N 2.361 -2.021 2.087
C 2.445 -3.393 1.859
C 1.928 -3.623 0.641
N 1.530 -2.418 0.110
B 0.940 -2.297 -1.315
N 1.994 -1.515 -2.171
C 3.211 -2.131 -2.393
C 4.037 -1.241 -2.964
N 3.331 -0.053 -3.106
C 2.062 -0.241 -2.618
S 0.820 0.918 -2.651
C 3.927 1.226 -3.599
C 3.193 1.714 -4.850
C 5.389 0.986 -3.974
C 3.886 2.264 -2.476
N -0.488 -1.692 -1.420
C -0.992 -1.798 -2.738
C -2.286 -2.075 -2.687
N -2.686 -2.173 -1.356
C -1.556 -1.979 -0.539
S -1.396 -2.520 1.072
C -4.131 -2.381 -1.080
C -4.910 -1.184 -1.639
C -4.472 -2.541 0.398
C -4.568 -3.674 -1.790
C 1.786 -1.436 0.991
S 1.449 0.211 0.743
H 4.193 0.136 3.995
H 3.555 0.408 2.360
H 4.759 -0.863 2.639
H 3.611 -1.895 5.235
H 4.171 -2.930 3.921
H 2.531 -3.133 4.587
H 1.826 -0.324 4.998
H 0.730 -1.370 4.062
H 1.259 0.191 3.397
H 2.853 -4.087 2.569
H 1.780 -4.547 0.111
H 0.902 -3.426 -1.755
H 3.384 -3.156 -2.113
H 5.054 -1.362 -3.285
H 3.244 0.955 -5.634
H 3.666 2.630 -5.212
H 2.149 1.928 -4.632
H 5.491 0.263 -4.786
H 5.979 0.656 -3.116
H 5.801 1.936 -4.318
H 2.866 2.444 -2.141
H 4.303 3.206 -2.840
H 4.477 1.915 -1.624
H -0.358 -1.648 -3.593
H -2.989 -2.133 -3.498
H -4.574 -0.260 -1.173
H -5.978 -1.319 -1.444
H -4.763 -1.081 -2.716
H -4.209 -1.652 0.968
H -3.960 -3.392 0.841
H -5.554 -2.690 0.465
H -4.522 -3.589 -2.876
H -5.600 -3.906 -1.516
H -3.930 -4.504 -1.479
C -3.674 -0.013 6.432
C -3.324 0.702 5.130
C -4.264 1.876 4.873
C -3.372 -0.302 3.979
N -2.903 0.236 2.724
C -1.662 0.168 2.194
N -1.747 0.622 0.953
N -3.062 0.925 0.750
N -3.750 0.657 1.781
H -3.666 0.685 7.271
H -2.967 -0.818 6.649
H -4.675 -0.450 6.368
H -2.300 1.081 5.199
H -5.302 1.530 4.849
H -4.051 2.355 3.917
H -4.171 2.623 5.664
H -4.399 -0.637 3.822
H -2.762 -1.177 4.208
H -0.768 -0.092 2.727
C -1.061 2.878 -0.521
C -0.314 3.691 -1.457
C -0.722 3.835 -2.804
C 0.043 4.510 -3.725
C 1.260 5.100 -3.353
C 1.664 5.005 -2.017
C 0.895 4.328 -1.098
C 2.089 5.751 -4.318
N 2.769 6.264 -5.097
H -2.137 2.925 -0.691
H -0.821 3.114 0.518
H -1.642 3.351 -3.111
H -0.276 4.577 -4.759
H 2.596 5.470 -1.715
H 1.230 4.252 -0.069
F -2.273 0.742 -2.094
*
```

Its relative energy (zero: lowest compared OMol25 entry of this formula, charge and spin) is 0.0 kcal per mole. The value obtained for the maximum force is 2.40 eV Å⁻¹. The value obtained for the total energy is -111481.865 eV. Its HOMO-LUMO gap (alpha / beta) is 3.84 / 5.43 eV.